Entry 1:
DFT (the ωB97M-V functional and the def2-TZVPD basis) results for a structure of composition C2H4I2 in a non-equilibrium geometry.

Atoms and positions in Å:
C (0.80360, -0.00920, 0.45054)
C (-0.51733, 0.05977, -0.35478)
I (-1.54116, 1.92894, -0.12226)
I (-1.86141, -1.58559, 0.03646)
H (1.51410, -0.15656, -0.40252)
H (1.16578, 0.80599, 1.10906)
H (0.80798, -0.98587, 0.98740)
H (-0.37156, -0.05748, -1.70389)

The energy above the lowest of the compared OMol25 structures with the same formula, charge and spin comes out at 122.8 kJ/mol. As for the total charge: 0.

***

Entry 2:
DFT (the ωB97M-V functional and the def2-TZVPD basis) results for a cluster of 6 separate species, C18H30N2O12 in total in a non-equilibrium geometry.

Atoms and positions in Å:
O (-8.11059, -7.21753, -3.90187)
C (-8.30801, -8.24132, -4.46510)
O (-9.55440, -8.70273, -4.74189)
C (-9.49282, -9.97995, -5.48380)
C (-8.14291, -10.50156, -5.12521)
C (-7.31912, -9.23154, -4.92126)
H (-9.60262, -9.76538, -6.50465)
H (-10.26354, -10.60576, -5.11542)
H (-7.70554, -11.14339, -5.91035)
H (-8.26972, -11.04516, -4.17670)
H (-6.88114, -8.83952, -5.87701)
H (-6.56085, -9.44224, -4.17413)
O (-7.43267, -12.42947, -10.71309)
C (-7.96759, -11.34247, -10.56960)
O (-9.21165, -11.10828, -11.05105)
C (-9.79391, -9.90822, -10.53689)
C (-8.61581, -9.04690, -10.09774)
C (-7.52979, -10.13509, -9.82025)
H (-10.36755, -10.11241, -9.62604)
H (-10.45337, -9.48698, -11.26898)
H (-8.89351, -8.44832, -9.26633)
H (-8.26926, -8.41518, -10.92496)
H (-7.58275, -10.36257, -8.72977)
H (-6.56340, -9.70463, -9.93739)
O (-12.81622, -11.87912, -6.39890)
C (-12.56424, -12.99666, -6.09168)
O (-11.35980, -13.59394, -6.24494)
C (-11.22312, -14.69882, -5.35991)
C (-12.65083, -15.14753, -5.02085)
C (-13.51194, -14.01814, -5.51291)
H (-10.73842, -14.40690, -4.41954)
H (-10.62778, -15.43365, -5.92794)
H (-12.72122, -15.25828, -3.91999)
H (-12.76316, -16.17765, -5.41796)
H (-14.12027, -13.48384, -4.78047)
H (-14.19317, -14.35568, -6.33339)
O (-13.41239, -15.32201, -8.61921)
C (-14.43709, -14.74207, -8.93501)
O (-14.66673, -13.46158, -8.61039)
C (-15.86619, -12.95888, -9.23810)
C (-16.55692, -14.13597, -9.90130)
C (-15.47266, -15.24692, -9.90147)
H (-15.51239, -12.27285, -10.02653)
H (-16.51800, -12.36429, -8.61412)
H (-16.94993, -13.91047, -10.92246)
H (-17.46094, -14.38502, -9.31871)
H (-14.97223, -15.28271, -10.86697)
H (-15.88412, -16.24266, -9.57677)
C (-9.54138, -14.02722, -9.30596)
N (-9.02251, -13.39501, -8.02119)
O (-8.46270, -14.07505, -7.19014)
O (-9.18685, -12.20270, -7.90446)
H (-9.10504, -14.91997, -9.54613)
H (-9.38023, -13.37012, -10.16756)
H (-10.62459, -14.20666, -9.09435)
C (-10.96076, -17.80237, -9.08591)
N (-10.65881, -18.69379, -7.79506)
O (-9.81362, -19.51985, -7.85040)
O (-11.25165, -18.28689, -6.79059)
H (-10.09446, -17.16153, -9.16332)
H (-11.91050, -17.21359, -8.92695)
H (-11.02310, -18.49436, -9.95254)

The energy above the lowest of the compared OMol25 structures with the same formula, charge and spin comes out at 366.7 kJ/mol. As for the total charge: 0. As for the SMILES: C[N+](=O)[O-].C[N+](=O)[O-].O=C1CCCO1.O=C1CCCO1.O=C1CCCO1.O=C1CCCO1.

***

Entry 3:
DFT (the ωB97M-V functional and the def2-TZVPD basis) results for a cluster of 2 separate species, H6N2 in total in a non-equilibrium geometry.

Atoms and positions in Å:
N (0.21238, 1.47235, -0.09757)
H (-0.26107, 0.74054, -0.63695)
H (-0.51190, 2.12491, 0.21902)
H (0.59620, 1.02381, 0.74034)
N (0.11203, -1.10599, 0.05730)
H (0.79629, -1.69033, -0.43358)
H (-0.61895, -0.86936, -0.62114)
H (-0.32498, -1.69593, 0.77258)

The energy above the lowest of the compared OMol25 structures with the same formula, charge and spin comes out at 54.0 kJ/mol. As for the total charge: 0. As for the SMILES: N.N.

***

Entry 4:
DFT (the ωB97M-V functional and the def2-TZVPD basis) results for the molecule C4H8N2O in a non-equilibrium geometry.

Atoms and positions in Å:
C (0.41747, 0.53640, -0.22841)
C (0.15876, -0.98507, -0.70939)
C (-1.06283, -1.35544, -0.07340)
C (-1.03540, -0.49542, 1.15986)
H (1.99147, 2.94354, -1.02639)
H (1.27919, 2.73298, 0.49774)
H (0.25204, -1.22264, -1.73122)
H (1.05160, -1.70880, -0.37687)
H (-0.57660, -2.44387, 0.19414)
H (-2.17499, -1.47570, -0.63996)
H (-0.09745, -0.92332, 1.80843)
H (-2.04716, -0.27822, 1.83380)
N (1.14754, 2.66588, -0.55915)
N (1.25433, 1.27261, -0.82898)
O (-0.55796, 0.73708, 0.67980)

The energy above the lowest of the compared OMol25 structures with the same formula, charge and spin comes out at 473.8 kJ/mol. As for the total charge: 0. As for the SMILES: N/N=C1/CCCO1.

***

Entry 5:
DFT (the ωB97M-V functional and the def2-TZVPD basis) results for a cluster of 5 separate species, C34H63FN3O8 in total in a non-equilibrium geometry.

Atoms and positions in Å:
C (5.20970, -5.56793, 1.63910)
C (5.09792, -4.84311, 0.22673)
C (6.35104, -4.43677, -0.46690)
C (6.35693, -3.71605, -1.78694)
C (5.04628, -3.41287, -2.41713)
C (4.94709, -2.61585, -3.80170)
C (3.88206, -1.46880, -3.52767)
N (2.68071, -1.35894, -4.21004)
C (1.87227, -0.25763, -3.75197)
N (0.55670, 0.19654, -4.15849)
C (-0.18271, -0.85212, -4.16007)
O (-1.00929, -1.65009, -4.28953)
C (2.76228, 0.27461, -2.69564)
C (2.16917, 1.51532, -1.91206)
O (0.89759, 1.09571, -1.36778)
C (1.12136, 0.16582, -0.26955)
O (-0.11768, 0.06189, 0.41614)
C (-1.08596, -0.68107, -0.34368)
C (-0.89216, -2.25268, -0.25011)
O (-1.74728, -2.85355, -1.26031)
N (3.98572, -0.44279, -2.56334)
C (5.06209, -0.17243, -1.59226)
C (5.37684, 1.35496, -1.35084)
F (4.79952, -0.89603, -0.40110)
C (3.74960, -3.81895, -1.74804)
C (3.78721, -4.52636, -0.43547)
H (5.82615, -4.85811, 2.28344)
H (5.79039, -6.53154, 1.58669)
H (4.18668, -5.67428, 2.10496)
H (7.32850, -4.69078, 0.02389)
H (7.31938, -3.40072, -2.27503)
H (5.94559, -2.19507, -4.12526)
H (4.50057, -3.32685, -4.56010)
H (2.34149, -1.97063, -4.95903)
H (2.78732, 1.87204, -1.04127)
H (1.93407, 2.31578, -2.67034)
H (1.39774, -0.86799, -0.66081)
H (1.95098, 0.54482, 0.41470)
H (-1.13520, -0.41687, -1.44196)
H (-2.10446, -0.41076, 0.09028)
H (0.15673, -2.61006, -0.46819)
H (-1.26176, -2.67179, 0.74421)
H (-2.56850, -2.33126, -1.35738)
H (6.00737, -0.63120, -2.03245)
H (4.80648, 1.65400, -0.40835)
H (6.45945, 1.56656, -1.13491)
H (4.95695, 2.02025, -2.16926)
H (2.74172, -3.57818, -2.17940)
H (2.82649, -4.81566, 0.06750)
C (-2.47475, -5.24883, 4.22903)
C (-1.22533, -4.84929, 4.99362)
O (-0.42397, -3.89147, 4.31406)
C (-1.04262, -2.64629, 4.02589)
C (-1.51382, -1.89786, 5.26047)
H (-2.21105, -5.64421, 3.24469)
H (-3.02650, -6.01546, 4.77790)
H (-3.14590, -4.40267, 4.07238)
H (-0.59725, -5.73219, 5.13205)
H (-1.47480, -4.48890, 5.99738)
H (-1.86267, -2.78813, 3.31283)
H (-0.29179, -2.03919, 3.51263)
H (-2.27723, -2.45364, 5.80790)
H (-1.94094, -0.93151, 4.98112)
H (-0.67920, -1.72799, 5.94566)
C (0.71975, 6.33647, -4.62023)
C (1.15645, 5.20688, -3.70535)
O (2.41223, 5.43391, -3.07816)
C (2.50005, 6.58158, -2.24367)
C (1.52306, 6.56672, -1.08131)
H (1.47171, 6.51580, -5.39244)
H (-0.22732, 6.08781, -5.10474)
H (0.58053, 7.27169, -4.07610)
H (1.26920, 4.29495, -4.29825)
H (0.39187, 4.99076, -2.95054)
H (2.38891, 7.49230, -2.84049)
H (3.51849, 6.59738, -1.84796)
H (0.48539, 6.56336, -1.42025)
H (1.66578, 7.44838, -0.45295)
H (1.66972, 5.67226, -0.46970)
C (-5.57943, -0.74601, -3.18659)
C (-5.99759, -1.06381, -1.76187)
O (-5.12100, -0.52763, -0.77815)
C (-4.97595, 0.88701, -0.76718)
C (-6.27713, 1.62948, -0.52208)
H (-4.56687, -1.11162, -3.37929)
H (-6.26264, -1.21749, -3.89654)
H (-5.58232, 0.32737, -3.38342)
H (-5.98840, -2.14731, -1.62358)
H (-7.02510, -0.73801, -1.56967)
H (-4.49566, 1.22548, -1.69182)
H (-4.27995, 1.12122, 0.04261)
H (-7.00858, 1.44219, -1.31029)
H (-6.09913, 2.70649, -0.48105)
H (-6.72640, 1.31143, 0.42237)
C (-3.06775, 4.01010, 5.79094)
C (-2.61081, 2.61643, 5.39840)
O (-3.67471, 1.68249, 5.27407)
C (-4.66679, 1.98493, 4.30489)
C (-4.12412, 2.09127, 2.89062)
H (-3.62229, 3.97989, 6.73191)
H (-2.20664, 4.67142, 5.91301)
H (-3.72374, 4.45193, 5.03896)
H (-1.95068, 2.22769, 6.17712)
H (-2.01873, 2.63966, 4.47634)
H (-5.20904, 2.89296, 4.58844)
H (-5.39366, 1.16991, 4.34310)
H (-3.39904, 2.90163, 2.79139)
H (-4.93598, 2.28140, 2.18435)
H (-3.61900, 1.16435, 2.60420)

As for the total charge: +1.

***

Entry 6:
DFT (the ωB97M-V functional and the def2-TZVPD basis) results for the molecule C3H8N2 in a non-equilibrium geometry.

Atoms and positions in Å:
C (0.16183, -0.18381, 0.59705)
C (-0.44612, 1.10715, 0.30500)
C (0.84195, -0.17315, -0.82414)
H (-1.10577, -1.80326, 0.26368)
H (-0.26592, -2.11577, 1.58285)
H (0.71775, -0.14686, 1.47235)
H (-1.48544, 1.24359, -0.03838)
H (-0.15325, 2.01546, 0.95374)
H (-0.10953, 1.80370, -1.99949)
H (1.85852, -0.53194, -0.92217)
H (0.47702, -1.11745, -1.27534)
N (-0.75567, -1.27703, 1.00350)
N (0.26463, 1.17937, -1.11864)

The energy above the lowest of the compared OMol25 structures with the same formula, charge and spin comes out at 427.1 kJ/mol. As for the total charge: 0. As for the SMILES: NC1CNC1.

***

Number 1: E_HOMO -9.239 eV. Number 2: E_HOMO -9.834 eV. Number 3: E_HOMO -9.281 eV. Number 4: E_HOMO -8.692 eV. Number 5: E_HOMO -11.011 eV. Number 6: E_HOMO -8.153 eV.